C21H49Be2N7O11S as an isolated structure. Source: the OMol25 dataset; level of theory: ωB97M-V/def2-TZVPD.

Its lowest unoccupied orbital energy is -9.1 eV. The value obtained for the largest force on an atom is 5.4 eV/A. Its energy is -67143.9421 eV. Its spin multiplicity is 1. The value obtained for the energy above the lowest of the compared OMol25 structures with the same formula, charge and spin is 0.000 eV. As for the charge: +2.

Each line ends with the Mulliken charge.
Geometry (Å):
Be 2.7595 -1.6242 0.6440  1.238
Be -2.2067 1.3602 -0.6904  1.148
S 0.1996 -0.1390 0.1646  1.551
O -1.0754 -0.7114 -0.3121  -0.350
O 0.6559 -0.7367 1.4233  -0.895
O 1.3190 -0.3818 -0.7677  -0.583
O -0.1371 1.3095 0.2738  -0.225
C 5.3031 -0.7742 -1.7361  0.120
O 4.4061 -0.6211 -0.8907  -0.546
N 5.0404 -0.5934 -3.0304  0.126
C 6.0589 -0.5038 -4.0686  -0.827
C 3.7378 -0.2921 -3.6119  -0.823
H 6.3658 -0.9456 -1.5283  0.316
H 5.9742 0.4029 -4.6689  0.324
H 5.8864 -1.3002 -4.7937  0.324
H 7.0436 -0.5359 -3.6057  0.285
H 3.6116 -0.6958 -4.6134  0.386
H 2.9122 -0.5184 -2.9389  0.035
H 3.7198 0.7958 -3.7204  0.410
C -4.4980 -3.9809 3.0057  0.049
O -3.5437 -4.6625 3.3519  -0.559
N -4.4617 -2.7727 2.4101  0.300
C -5.6315 -2.0077 2.1096  -0.963
C -3.1969 -2.0974 2.1860  -1.031
H -5.5172 -4.2812 3.2900  0.379
H -5.7285 -1.1140 2.7260  0.291
H -6.5114 -2.6488 2.0722  0.373
H -5.5507 -1.7294 1.0526  0.308
H -3.0772 -1.1717 2.7548  0.538
H -2.2916 -2.6877 2.2836  0.200
H -3.2580 -1.7416 1.1506  0.170
C 0.2346 -3.9146 0.9191  0.407
O 1.4169 -3.5276 0.9193  -0.721
N -0.0737 -5.2002 0.9654  0.310
C 1.0051 -6.1774 0.9789  -1.020
C -1.4744 -5.5826 0.9238  -0.742
H -0.5850 -3.1863 0.9570  0.135
H 2.0593 -5.9250 0.9385  0.285
H 0.8823 -6.8233 0.1043  0.360
H 0.8351 -6.8465 1.8239  0.364
H -1.8030 -5.9340 1.9011  0.366
H -2.1182 -4.7694 0.5939  0.012
H -1.6421 -6.3570 0.1739  0.332
C -1.4010 4.3586 1.3524  0.565
O -1.7948 3.7233 0.3637  -0.697
N -2.2052 4.8279 2.3078  0.148
C -1.7290 5.7440 3.3122  -0.880
C -3.6720 4.7951 2.2135  -0.894
H -0.3336 4.4828 1.5711  -0.154
H -0.6655 5.9654 3.2097  0.198
H -1.9276 5.3497 4.3068  0.344
H -2.1116 6.7502 3.1279  0.357
H -4.0062 4.7096 3.2463  0.355
H -4.1576 5.6619 1.7631  0.331
H -4.0514 3.9611 1.6262  0.253
C -2.3802 -3.3021 -1.7364  0.418
O -3.2450 -4.0933 -1.4133  -0.607
N -1.1885 -3.5949 -2.2529  0.207
C -0.2281 -2.5154 -2.5340  -0.974
C -0.7610 -4.9355 -2.5954  -1.094
H -2.4736 -2.2102 -1.5994  0.035
H 0.2716 -2.7843 -3.4630  0.435
H 0.4652 -2.3197 -1.7201  0.174
H -0.8540 -1.6327 -2.6473  0.271
H -1.5185 -5.7177 -2.5853  0.351
H -0.3469 -4.9947 -3.6034  0.388
H 0.0162 -5.3181 -1.9278  0.330
C -0.4628 3.6398 -2.8883  0.012
O -1.0452 2.7108 -2.3358  -0.497
N 0.8664 3.8410 -2.8351  0.228
C 1.5646 4.9613 -3.4282  -0.850
C 1.7517 2.9082 -2.1489  -0.556
H -0.9064 4.4980 -3.4104  0.328
H 0.8535 5.5635 -3.9958  0.291
H 2.3259 4.6308 -4.1355  0.316
H 2.0416 5.6150 -2.6982  0.343
H 2.4388 3.4457 -1.4951  0.423
H 1.1801 2.2641 -1.4821  -0.300
H 2.2918 2.2959 -2.8694  0.253
C 1.0544 1.9884 3.3539  0.176
O 0.8292 1.9356 4.5459  -0.629
N 1.6138 3.0874 2.7781  0.221
C 2.0331 2.9937 1.4047  -0.456
C 1.8535 4.3065 3.4935  -1.044
H 0.8326 1.1908 2.6293  0.333
H 1.4352 3.6021 0.7198  0.234
H 1.9035 1.9893 1.0026  -0.333
H 3.0864 3.2596 1.2887  0.450
H 1.2877 4.3802 4.4205  0.355
H 2.9252 4.4212 3.6634  0.351
H 1.4984 5.2048 2.9792  0.335

Cartesian forces, eV/Å:
-3.653 0.546 -1.853
5.265 0.866 0.855
0.355 1.060 0.158
-2.353 0.083 -0.848
0.909 -0.562 0.856
1.467 -0.610 -0.203
-1.273 0.403 -0.486
-0.286 0.586 -1.788
-1.506 -1.045 2.125
0.152 -0.171 -0.602
0.499 -0.366 0.072
-0.475 1.085 1.020
-0.178 -0.151 0.283
-0.124 0.303 0.473
0.364 -0.272 0.219
0.069 -0.196 -0.292
0.177 -0.435 0.211
0.108 -0.368 -0.066
-0.113 0.052 -0.168
0.037 -0.559 1.262
-0.149 0.580 -0.672
1.318 -0.140 0.674
-0.202 -0.296 -1.248
-0.343 0.749 -1.162
-0.149 -0.099 -0.382
-0.226 -0.124 0.118
-0.075 0.111 0.717
0.042 0.475 0.025
-0.167 -0.204 0.525
-0.398 -0.404 0.313
0.350 -0.097 -0.210
-0.757 -0.159 0.406
3.100 1.632 -0.462
1.038 2.098 -0.450
-0.802 -2.206 -0.335
-0.493 -0.786 0.027
-0.010 -0.268 -0.224
-0.374 1.150 0.326
-0.208 -0.006 -0.062
0.139 0.105 0.137
-0.043 -0.007 -0.039
0.273 0.223 0.232
0.256 -0.148 0.101
-0.748 -0.704 0.853
-0.361 -0.916 -0.845
-0.418 0.563 -1.182
0.955 0.779 0.066
-0.091 -0.605 0.236
-0.039 0.187 -0.166
0.171 -0.725 0.016
-0.123 0.311 0.034
-0.732 -0.194 0.371
-0.320 -0.063 -0.119
0.602 0.408 0.073
0.399 -0.255 0.181
-0.751 -0.049 0.397
0.085 0.158 -0.016
1.399 -0.357 -0.474
-1.179 -0.560 -0.109
0.324 -0.987 -0.077
-0.276 -0.039 -0.008
0.173 0.329 0.027
0.154 -0.314 -0.106
0.461 0.264 -0.290
-0.578 0.592 0.254
0.035 0.416 -0.048
0.149 0.300 0.157
1.589 1.567 0.293
-1.280 -1.636 0.655
0.208 -0.844 0.612
-0.604 0.570 -0.834
-0.476 -0.330 0.545
-0.725 -0.437 -0.070
0.028 0.052 0.025
-0.008 -0.189 0.077
-0.096 -0.221 0.250
0.161 0.171 -0.316
-0.109 -0.055 -0.271
0.106 0.072 0.017
0.143 0.665 1.039
-0.359 -0.425 -0.308
-0.576 -0.456 -1.018
0.281 0.102 -0.535
0.130 0.703 0.385
0.104 -0.015 0.259
0.030 0.328 0.121
0.112 -0.001 0.404
0.025 0.150 0.062
0.313 -0.721 0.210
-0.049 0.185 0.280
0.199 -0.204 -0.690

***

C48H42GeN6O6S5Sc as an isolated structure. Source: the OMol25 dataset; level of theory: ωB97M-V/def2-TZVPD.

Its lowest unoccupied orbital energy is 1.9 eV. The value obtained for the largest force on an atom is 0.5 eV/A. Its energy is -203084.9365 eV. Its spin multiplicity is 1. The value obtained for the energy above the lowest of the compared OMol25 structures with the same formula, charge and spin is 0.000 eV. As for the charge: -1.

Each line ends with the Mulliken charge.
Geometry (Å):
Sc -1.1730 2.2821 1.1682  -1.052
C -6.2869 4.4455 2.2634  -0.707
S -4.9462 5.0476 3.2906  -0.106
C -3.5809 4.0350 2.8015  0.625
S -3.7569 2.8088 1.6420  -0.351
N -2.5066 4.3789 3.4614  -1.708
N -1.4099 3.6454 3.0854  1.607
C -0.4283 3.7222 3.8884  -1.044
C 0.7829 2.9607 3.6102  1.164
C 1.8560 2.9789 4.4835  -0.992
C 2.9759 2.2238 4.1749  -0.545
C 2.9817 1.4841 3.0086  -1.188
C 1.8674 1.5256 2.1834  -0.732
N 0.7909 2.2510 2.4739  1.193
H -7.1187 5.1275 2.4490  0.351
H -6.5820 3.4320 2.5264  0.255
H -6.0209 4.4803 1.2094  0.226
H -0.4976 4.3256 4.7874  0.285
H 1.8007 3.5719 5.3870  0.470
H 3.8300 2.2150 4.8405  0.424
H 3.8304 0.8788 2.7216  0.632
H 1.8243 0.9637 1.2615  0.716
C 1.6152 -5.2619 3.7339  -1.589
C 0.7402 -4.0481 3.5874  0.814
C -0.5319 -4.0163 4.1500  -0.825
C -1.3381 -2.8934 4.0308  -0.707
C -0.8715 -1.7838 3.3412  0.200
C 0.3795 -1.8082 2.7403  0.116
C 1.1736 -2.9367 2.8691  -0.847
S -1.8246 -0.2831 3.3697  1.188
O -3.1593 -0.6698 3.7489  -0.742
O -1.0999 0.6395 4.2041  -0.756
N -1.7491 0.3067 1.8831  1.339
C -2.5411 -0.1528 0.8553  0.213
C -3.2701 -1.3448 0.7831  -0.869
C -3.9712 -1.5979 -0.3774  -0.635
C -3.9538 -0.6824 -1.4256  -1.188
C -3.2252 0.4804 -1.2650  -0.551
N -2.5327 0.7351 -0.1548  0.624
H 1.5112 -5.7068 4.7253  0.434
H 2.6651 -5.0109 3.5794  0.363
H 1.3522 -6.0250 2.9971  0.239
H -0.8958 -4.8778 4.7018  0.388
H -2.3204 -2.8591 4.4867  0.525
H 0.7158 -0.9699 2.1430  0.158
H 2.1518 -2.9571 2.4002  0.194
H -3.2894 -2.0305 1.6162  0.801
H -4.5403 -2.5165 -0.4656  0.397
H -4.4997 -0.8542 -2.3424  0.466
H -3.1775 1.2391 -2.0357  0.369
O -3.7530 4.2922 -1.3365  -0.627
S -2.3516 4.1679 -1.6076  0.982
O -1.9459 3.1165 -2.5085  -0.660
N -1.4414 4.1088 -0.2274  0.427
C -0.5036 5.0661 -0.2051  0.768
S 0.7251 5.1708 0.8966  -0.579
C -0.6619 6.0552 -1.3212  -0.132
C 0.0714 7.2027 -1.5736  -0.685
C -0.2616 7.9587 -2.6880  -0.508
C -1.2970 7.5734 -3.5407  -0.588
C -2.0244 6.4181 -3.2952  -0.650
C -1.6796 5.6912 -2.1715  0.182
H 0.8763 7.4831 -0.9062  0.443
H 0.2917 8.8649 -2.9037  0.387
H -1.5320 8.1835 -4.4039  0.383
H -2.8278 6.0997 -3.9472  0.467
O 0.6887 -0.5592 -0.1886  0.764
C 0.4089 0.4920 -0.7681  0.278
O 0.2072 1.6105 -0.1608  -1.042
C 0.3233 0.5104 -2.2805  -0.814
C 0.1010 -0.8829 -2.8632  -1.463
Ge 1.4268 -2.2320 -2.3288  2.673
C 1.7928 -3.3513 -3.9039  -0.268
C 3.0794 -3.6409 -4.3562  -0.218
C 3.2878 -4.4565 -5.4647  -0.675
C 2.2055 -4.9967 -6.1440  -0.448
C 0.9146 -4.7224 -5.7070  -0.772
C 0.7166 -3.9101 -4.5988  -0.451
C 3.1483 -1.4773 -1.8053  -0.407
C 3.9030 -0.7192 -2.6981  0.142
C 5.1103 -0.1427 -2.3135  -0.831
C 5.5882 -0.3353 -1.0261  -0.579
C 4.8523 -1.0993 -0.1264  -0.317
C 3.6412 -1.6554 -0.5125  -0.213
C 0.7135 -3.5124 -1.0356  -0.631
C 1.3225 -4.7552 -0.8647  -0.330
C 0.7753 -5.7142 -0.0189  -0.982
C -0.4011 -5.4417 0.6650  -0.747
C -1.0131 -4.2038 0.5160  -0.396
C -0.4557 -3.2480 -0.3228  0.691
H 1.2722 0.9362 -2.6324  0.417
H -0.4406 1.2257 -2.5805  0.257
H 0.0778 -0.8328 -3.9552  0.628
H -0.8785 -1.2627 -2.5532  0.511
H 3.9403 -3.2321 -3.8354  0.257
H 4.2985 -4.6694 -5.7954  0.394
H 2.3655 -5.6300 -7.0085  0.369
H 0.0636 -5.1447 -6.2289  0.388
H -0.3005 -3.7181 -4.2674  0.349
H 3.5467 -0.5615 -3.7126  0.491
H 5.6707 0.4562 -3.0210  0.398
H 6.5278 0.1104 -0.7222  0.374
H 5.2201 -1.2559 0.8822  0.427
H 3.0578 -2.2214 0.2052  0.043
H 2.2301 -4.9943 -1.4141  0.446
H 1.2638 -6.6756 0.0963  0.399
H -0.8396 -6.1874 1.3192  0.428
H -1.9163 -3.9741 1.0692  0.337
H -0.9270 -2.2757 -0.3964  -0.132

Cartesian forces, eV/Å:
-0.213 0.499 -0.058
-0.158 0.014 -0.121
0.096 -0.040 0.047
-0.079 0.163 0.084
-0.064 -0.032 -0.041
0.045 -0.096 -0.256
-0.197 -0.003 0.017
0.262 -0.080 0.154
-0.119 0.089 -0.044
0.104 -0.019 0.032
-0.003 0.071 0.092
0.046 -0.071 -0.070
-0.077 0.088 0.050
0.011 -0.216 0.092
0.015 -0.032 0.015
0.051 0.003 0.030
0.042 0.008 0.008
-0.020 0.031 0.040
0.005 -0.020 -0.017
0.001 -0.003 -0.003
0.001 -0.003 0.011
0.012 -0.020 -0.007
0.025 -0.053 -0.014
0.003 0.061 -0.013
-0.035 -0.021 0.022
-0.036 -0.002 0.052
0.058 -0.048 0.074
0.023 -0.016 -0.047
0.013 -0.010 0.039
0.099 -0.204 -0.138
-0.045 0.025 0.016
-0.011 0.050 0.063
-0.022 -0.325 0.275
0.114 0.123 0.079
-0.048 -0.012 -0.077
0.005 -0.035 0.046
0.002 0.038 -0.040
0.068 -0.024 0.022
0.027 0.005 0.050
-0.004 0.015 -0.020
-0.014 0.007 0.005
-0.021 0.023 -0.009
0.024 0.029 -0.017
0.042 0.010 -0.026
-0.047 -0.004 0.017
-0.019 0.002 -0.013
0.006 0.029 0.031
0.015 0.015 -0.006
-0.007 -0.024 0.011
-0.002 -0.004 0.013
-0.014 0.025 -0.010
-0.013 -0.011 0.136
-0.040 0.005 -0.002
0.215 -0.041 -0.218
-0.130 0.084 -0.127
0.009 -0.038 0.034
0.022 -0.083 0.067
-0.001 0.022 0.025
0.005 0.022 -0.019
0.025 0.047 -0.006
0.020 0.010 0.069
-0.042 0.013 -0.186
-0.020 -0.011 -0.009
-0.011 -0.022 0.003
0.002 -0.007 0.006
0.025 0.004 0.021
0.126 0.050 -0.043
-0.080 0.090 0.008
0.059 -0.107 -0.290
0.191 0.000 0.007
-0.049 0.045 -0.119
-0.178 0.101 0.196
0.032 -0.042 -0.188
0.032 -0.056 -0.010
-0.026 0.004 0.014
-0.007 0.022 0.023
0.045 0.014 0.014
0.002 -0.035 -0.042
0.050 0.042 0.111
0.030 0.081 -0.020
-0.074 -0.061 -0.007
-0.032 -0.038 0.039
0.037 0.028 -0.001
-0.010 0.017 -0.003
-0.022 -0.015 0.090
0.028 -0.057 -0.050
0.024 0.032 -0.018
-0.038 0.032 0.001
0.040 -0.064 -0.048
-0.075 -0.045 0.056
-0.015 -0.047 0.019
-0.122 -0.014 0.031
0.046 -0.014 0.022
0.015 0.036 0.012
-0.058 -0.008 -0.023
-0.032 0.005 0.005
-0.006 0.005 0.012
0.016 0.009 0.010
0.039 0.017 0.006
-0.001 -0.012 0.033
0.011 -0.002 0.012
-0.014 -0.007 0.000
-0.005 0.018 -0.035
-0.016 -0.011 -0.013
-0.047 0.021 0.013
-0.007 0.018 -0.004
0.027 0.018 -0.001
0.021 -0.005 -0.018
0.020 -0.065 -0.032

***

C5H8O2 as an isolated structure. Source: the OMol25 dataset; level of theory: ωB97M-V/def2-TZVPD.

Its lowest unoccupied orbital energy is 0.8 eV. The value obtained for the largest force on an atom is 0.5 eV/A. Its energy is -9407.2618 eV. Its spin multiplicity is 1. The value obtained for the energy above the lowest of the compared OMol25 structures with the same formula, charge and spin is 2.570 eV.

Each line ends with the Mulliken charge.
Geometry (Å):
C -1.8340 -0.2796 -0.2758  -1.330
C -0.6145 0.5800 -0.0326  0.321
O -0.2394 0.7109 1.3571  -0.450
C 1.1281 0.4581 1.0372  -0.164
C 1.2694 -0.9498 0.5341  -0.800
C 0.7874 0.1154 -0.3941  0.338
O 1.3777 0.3119 -1.6277  -0.535
H -1.5879 -1.3455 -0.2242  0.296
H -2.5868 -0.0490 0.4844  0.338
H -2.2672 -0.0622 -1.2588  0.328
H -0.7668 1.5927 -0.4413  0.442
H 1.8870 1.0410 1.5472  0.405
H 2.2981 -1.2435 0.3339  0.276
H 0.6213 -1.7352 0.9204  0.191
H 0.8658 1.0054 -2.0789  0.346

Cartesian forces, eV/Å:
0.007 -0.036 -0.002
-0.218 -0.032 -0.297
-0.015 0.026 0.086
0.329 0.141 0.119
-0.031 -0.151 0.002
-0.072 -0.101 0.172
-0.335 0.377 -0.200
-0.075 0.167 0.064
0.060 -0.057 -0.120
0.096 -0.088 0.143
-0.016 -0.099 0.066
-0.050 -0.095 -0.135
-0.164 0.054 0.002
0.059 0.116 -0.069
0.426 -0.221 0.169